Formula: C7H17BKO6
Source: OMol25
Level of theory: wB97M-V/def2-TZVPD

```
32
Properties=species:S:1:pos:R:3:forces:R:3:mulliken_charge:R:1
K -2.43314 -0.41172 0.88490 -0.4 0.6 -3.1 0.90
O 0.15880 -1.76929 3.89727 0.8 0.3 -0.7 -0.69
O 0.93267 0.49895 1.11822 0.2 -0.1 0.1 -0.38
O -1.84817 -0.76055 2.90332 -0.6 0.0 2.6 -0.93
O 0.13632 2.13006 -3.06587 0.0 0.0 0.3 -0.66
O -0.61259 1.45155 -5.07465 -0.1 -0.1 -0.1 -0.74
O -1.62173 -3.08673 3.22828 0.2 -0.2 -0.2 -0.64
C 2.07031 1.96641 -0.45360 0.0 0.1 0.3 -1.14
C 1.64201 2.21531 -4.89594 0.0 0.0 -0.1 -0.77
C 0.24997 1.90101 -4.29502 0.0 0.0 -0.1 0.50
C -3.04427 -1.33414 3.39870 -0.2 -1.1 -1.6 -0.42
C 1.78399 0.53349 -0.03806 -0.2 0.2 -0.4 0.41
C -2.93977 -2.79953 2.86281 1.9 0.7 1.2 -0.10
C 1.15822 -0.26087 -1.17228 -0.1 -0.3 0.2 -1.15
B -0.83045 -1.89393 2.85635 0.5 -0.5 1.1 0.95
H 1.67286 1.99182 -5.96198 0.0 0.0 0.0 0.30
H 2.74089 2.00208 -1.31040 0.0 0.0 -0.1 0.36
H 1.80265 -0.28050 -2.04899 0.0 0.1 -0.1 0.38
H 1.14748 2.47181 -0.74119 0.0 -0.1 -0.2 0.24
H 2.40689 1.62304 -4.38740 0.0 0.0 0.1 0.17
H 2.70946 0.04992 0.27923 0.0 0.0 0.1 0.19
H 0.97646 -1.38966 3.54677 -0.4 -0.1 0.1 0.27
H 0.96598 -1.28778 -0.84849 0.1 0.0 0.0 0.30
H 1.87897 3.27075 -4.74665 0.0 0.0 0.1 0.21
H -3.98610 -0.92001 2.99706 0.2 0.7 0.0 0.23
H 2.52122 2.51728 0.37608 0.1 -0.1 0.0 0.33
H -3.05111 -1.28455 4.46942 -0.3 -0.2 0.7 0.31
H -0.43692 -1.86892 1.68597 0.2 -0.3 -0.1 -0.24
H -3.57562 -3.50172 3.37308 -0.7 -0.3 -0.2 0.30
H 0.21298 0.19251 -1.48181 0.1 0.2 -0.1 0.23
H -2.89016 -2.88933 1.76273 -1.3 0.2 -0.1 0.05
H 0.10188 0.92324 0.88213 0.2 0.2 -0.1 0.24
```
Forces are in eV/Å.

Calculated values
strongest force on any atom = 3.1 eV/Å
highest occupied orbital energy = -4.5040 eV
charge = -1
lowest unoccupied orbital energy = 1.5 eV